The following is a DFT calculation (ωB97M-V/def2-TZVPD) of a structure of composition C4H3AlO6 in a non-equilibrium geometry.

```
! wB97M-V def2-TZVPD RIJCOSX def2/J DEFGRID3
* xyz 1 2
Al -1.64 -1.20 3.56
O 3.67 -0.69 -1.54
O -1.27 -0.17 2.33
O 0.63 0.58 -0.98
O -2.72 -1.82 2.28
O 3.50 1.51 -2.04
O -2.36 -0.67 0.42
C -2.10 -0.88 1.68
C -0.11 -0.28 -0.46
C 3.05 0.33 -1.62
C -1.53 0.26 -0.29
H -1.55 1.23 0.22
H -2.01 0.37 -1.28
H 4.44 1.44 -2.27
*
```

Calculated values
* total energy: -23066.0920 eV
* HOMO-LUMO gap (spin up / spin down): 0.1992 / 0.1340 Eh
* LUMO level (spin up / spin down): -5.584 / -7.318 eV
* HOMO (spin up / spin down): -0.4044 / -0.4029 Ha
* molar mass: 174.04 g mol⁻¹